The molecule C11H16N2O2S in a non-equilibrium geometry. Source: OMol25; level of theory: ωB97M-V with the def2-TZVPD basis set.

For the energy relative to the best compared isomer or geometry (same formula, charge and spin), the calculation gives 43.84 kcal per mole. The largest force on an atom is 6.342 eV/Å. Its HOMO-LUMO gap is 9.0 eV. As for the structure (SMILES): C=CCn1c(O)cc(=O)nc1S[C@@H](C)CC. The value obtained for the LUMO energy is 0.4 eV.

Positions of all 32 atoms, in Å:
C: -2.6562 -0.8653 -2.4151
C: -1.5471 -1.1439 -1.7237
C: -1.5230 -1.8152 -0.3872
N: -0.4017 -1.5476 0.4989
C: 0.6405 -2.4026 0.5124
O: 0.6408 -3.5959 -0.1173
C: 1.6615 -2.1575 1.3053
C: 1.7308 -0.8481 1.9174
O: 2.5362 -0.6735 2.7885
N: 0.7147 0.0323 1.9049
C: -0.2912 -0.2803 1.1115
S: -1.6480 0.8128 1.2777
C: -0.8781 2.5164 0.9566
C: -0.0803 2.5120 -0.3625
C: -1.9087 3.4813 0.9378
C: -3.0128 3.2942 -0.2687
H: -3.7160 -1.0028 -2.0717
H: -2.5909 -0.3892 -3.3384
H: -0.5898 -1.1923 -2.2450
H: -1.8490 -2.8231 -0.3668
H: -2.4072 -1.2291 -0.0088
H: 1.2448 -4.1770 0.2679
H: 2.4864 -2.8364 1.4041
H: -0.1700 2.7977 1.7823
H: 0.9016 2.0608 -0.2588
H: 0.1614 3.4939 -0.6885
H: -0.6216 2.0228 -1.1646
H: -2.5547 3.2801 1.8916
H: -1.4458 4.4364 0.8215
H: -3.3648 4.2833 -0.5512
H: -3.8447 2.6571 -0.1196
H: -2.4990 2.8293 -1.1304